1.
The following is a DFT calculation (ωB97M-V with the def2-TZVPD basis set) of a cluster of 2 separate species, C3H4O2 in total in a non-equilibrium geometry.

Geometry as ORCA input:
```
! wB97M-V def2-TZVPD RIJCOSX def2/J DEFGRID3
* xyz 0 1
C -1.8544 0.0154 0.4961
C -0.7292 -0.0232 1.1678
O 0.2684 -0.0487 1.7794
H -1.7996 -0.0004 -0.5835
H -2.7973 0.0506 1.0243
C 1.7361 0.0060 -0.9691
O 0.6597 -0.3726 -1.3597
H 2.6796 -0.3262 -1.4401
H 1.8367 0.6991 -0.1152
*
```

Computed properties:
**M**: 72.06 g/mol
**HOMO-LUMO gap**: 9.82 eV
**HOMO**: -9.2 eV
**DFT total energy**: -267.12509 Eh

***

2.
The following is a DFT calculation (ωB97M-V with the def2-TZVPD basis set) of the molecule C3H4O2 in a non-equilibrium geometry.

Geometry as ORCA input:
```
! wB97M-V def2-TZVPD RIJCOSX def2/J DEFGRID3
* xyz 0 1
O 2.3621 -0.2991 0.0122
C 1.1666 -0.2816 -0.0060
C 0.0305 0.7695 -0.0407
C -0.8854 -0.4508 0.0034
O 0.2642 -1.3516 -0.0469
H 0.1557 1.3296 -0.9611
H -0.0167 1.4480 0.8351
H -1.4452 -0.5635 1.0246
H -1.6318 -0.6005 -0.8207
*
```

Computed properties:
**M**: 72.06 g/mol
**HOMO-LUMO gap**: 11.54 eV
**HOMO**: -10.7 eV
**DFT total energy**: -267.16845 Eh

***

3.
The following is a DFT calculation (ωB97M-V with the def2-TZVPD basis set) of a cluster of 2 separate species, C3H4O2 in total in a non-equilibrium geometry.

Geometry as ORCA input:
```
! wB97M-V def2-TZVPD RIJCOSX def2/J DEFGRID3
* xyz 0 1
C 0.6699 -1.0015 -1.2333
C -0.2979 -0.0526 -0.6646
C -0.5032 0.7263 1.3120
O -0.7532 -1.2599 -1.2868
O 0.5186 0.3938 -1.7314
H 1.5819 -1.5349 -0.9654
H -1.5063 1.0872 1.4539
H 0.2505 1.5487 1.1551
H 0.0396 0.0930 1.9605
*
```

Computed properties:
**M**: 72.06 g/mol
**HOMO-LUMO gap**: 8.74 eV
**HOMO**: -8.6 eV
**DFT total energy**: -266.93177 Eh

***

4.
The following is a DFT calculation (ωB97M-V with the def2-TZVPD basis set) of the molecule C3H4O2 in a non-equilibrium geometry.

Geometry as ORCA input:
```
! wB97M-V def2-TZVPD RIJCOSX def2/J DEFGRID3
* xyz 0 1
O -0.9510 -1.5853 1.9605
C -0.3399 -1.2968 0.9507
C -0.2405 0.0584 0.4545
C 0.4333 0.5674 -0.6147
O 0.4254 1.8794 -0.9389
H 0.1436 -2.1626 0.3500
H -0.8580 0.7144 1.1700
H 0.7583 -0.2049 -1.4026
H 0.6288 2.0300 -1.9294
*
```

Computed properties:
**M**: 72.06 g/mol
**HOMO-LUMO gap**: 9.92 eV
**HOMO**: -9.6 eV
**DFT total energy**: -267.13727 Eh

***

5.
The following is a DFT calculation (ωB97M-V with the def2-TZVPD basis set) of the molecule C3H4O2 in a non-equilibrium geometry.

Geometry as ORCA input:
```
! wB97M-V def2-TZVPD RIJCOSX def2/J DEFGRID3
* xyz 0 1
O -1.7465 -1.0982 -1.6481
C -0.7124 -0.5331 -1.3398
C -0.3293 -0.1526 -0.0134
C 0.7261 0.5648 0.3934
O 1.0011 0.8285 1.6669
H -0.0581 -0.2804 -2.2215
H -1.0621 -0.3554 0.9260
H 1.6146 0.6383 -0.1530
H 0.5667 0.3882 2.3895
*
```

Computed properties:
**M**: 72.06 g/mol
**HOMO-LUMO gap**: 10.14 eV
**HOMO**: -9.8 eV
**DFT total energy**: -267.13180 Eh

***

6.
The following is a DFT calculation (ωB97M-V with the def2-TZVPD basis set) of the molecule C3H4O2 in a non-equilibrium geometry.

Geometry as ORCA input:
```
! wB97M-V def2-TZVPD RIJCOSX def2/J DEFGRID3
* xyz 0 1
O 2.1238 -0.2272 -0.0196
C 0.9940 0.3041 0.2274
C -0.2565 -0.1418 -0.4728
C -1.4087 -0.5701 0.3416
O -1.3045 0.7089 -0.1207
H 0.9002 1.0404 0.9795
H -0.1129 -0.4636 -1.5278
H -2.0025 -1.1850 -0.3726
H -1.3125 -0.7976 1.4655
*
```

Computed properties:
**M**: 72.06 g/mol
**HOMO-LUMO gap**: 10.73 eV
**HOMO**: -10.2 eV
**DFT total energy**: -267.10550 Eh

***

7.
The following is a DFT calculation (ωB97M-V with the def2-TZVPD basis set) of a cluster of 2 separate species, C3H4O2 in total in a non-equilibrium geometry.

Geometry as ORCA input:
```
! wB97M-V def2-TZVPD RIJCOSX def2/J DEFGRID3
* xyz 0 1
O 1.0921 0.0922 -1.5794
C 0.9143 0.4458 -0.4515
C 0.3186 1.3039 0.4928
C 1.0818 0.3299 1.0379
H -0.5100 1.9680 0.6123
H 1.6341 -0.2301 1.7828
O -1.4740 -0.9963 -0.5041
H -2.3298 -1.3368 -0.9926
H -0.7271 -1.5767 -0.3983
*
```

Computed properties:
**M**: 72.06 g/mol
**HOMO-LUMO gap**: 9.52 eV
**HOMO**: -8.8 eV
**DFT total energy**: -267.06927 Eh

***

8.
The following is a DFT calculation (ωB97M-V with the def2-TZVPD basis set) of a cluster of 2 separate species, C3H4O2 in total in a non-equilibrium geometry.

Geometry as ORCA input:
```
! wB97M-V def2-TZVPD RIJCOSX def2/J DEFGRID3
* xyz 0 1
C 0.0865 2.8332 -0.1887
C 1.3615 0.2705 -0.1753
C 0.3079 -0.7566 -0.0767
O 2.5503 0.3521 -0.2725
O -0.6774 3.5647 0.4184
H 0.0296 2.7166 -1.3194
H 0.4949 -1.7770 -0.6685
H -0.7019 -0.1968 -0.3681
H 0.4030 -1.1581 0.9963
*
```

Computed properties:
**M**: 72.06 g/mol
**HOMO-LUMO gap (spin up / spin down)**: 7.61 / 8.58 eV
**HOMO (spin up / spin down)**: -7.7 / -8.5 eV
**DFT total energy**: -267.02498 Eh

***

Please write out number 3 again, unchanged.
The following is a DFT calculation (ωB97M-V with the def2-TZVPD basis set) of a cluster of 2 separate species, C3H4O2 in total in a non-equilibrium geometry.

Geometry as ORCA input:
```
! wB97M-V def2-TZVPD RIJCOSX def2/J DEFGRID3
* xyz 0 1
C 0.6699 -1.0015 -1.2333
C -0.2979 -0.0526 -0.6646
C -0.5032 0.7263 1.3120
O -0.7532 -1.2599 -1.2868
O 0.5186 0.3938 -1.7314
H 1.5819 -1.5349 -0.9654
H -1.5063 1.0872 1.4539
H 0.2505 1.5487 1.1551
H 0.0396 0.0930 1.9605
*
```

Computed properties:
**M**: 72.06 g/mol
**HOMO-LUMO gap**: 8.74 eV
**HOMO**: -8.6 eV
**DFT total energy**: -266.93177 Eh

***

Q: What is the DFT total energy in the seventh record?
A: -267.06927 Eh

***

Q: The lowest DFT total energy belongs to which entry?
A: number 2